Formula: C16H24F5N2O
Source: the Open Molecules 2025 dataset
Level of theory: ωB97M-V with the def2-TZVPD basis set

Structure (XYZ):
```
48
Properties=species:S:1:pos:R:3:mulliken_charge:R:1
C 1.058 -0.301 1.049 0.04
C 0.338 -0.749 0.192 -0.37
C -0.549 -1.096 -0.989 -0.48
N 0.188 -0.903 -2.242 0.16
C 0.882 0.241 -2.638 0.35
C 1.020 1.595 -1.897 -0.79
C -0.326 2.367 -2.124 -0.26
C -0.443 3.700 -1.328 -1.13
C -1.116 3.585 0.054 0.98
F -1.525 4.860 0.391 -0.32
F -0.221 3.243 1.027 -0.27
C -2.406 2.704 0.107 0.52
F -2.054 1.437 0.455 -0.15
F -3.104 2.714 -1.039 -0.27
F -3.248 3.152 1.052 -0.27
C 1.470 0.090 -3.869 -0.66
N 1.089 -1.219 -4.224 -0.05
C 0.355 -1.772 -3.274 0.21
C -0.272 -3.178 -3.320 -0.26
C 0.586 -4.193 -4.155 -1.03
H 1.907 -0.064 1.686 0.41
H -1.435 -0.435 -0.942 0.19
H -0.849 -2.146 -0.852 0.40
H 1.866 2.112 -2.393 0.46
H 1.262 1.463 -0.829 0.10
H -0.369 2.636 -3.203 0.28
H -1.152 1.651 -1.963 0.32
H 0.555 4.163 -1.168 0.38
H -1.020 4.427 -1.929 0.38
H 2.063 0.825 -4.412 0.43
H 1.317 -1.679 -5.098 0.24
H -1.246 -3.048 -3.848 0.30
H -0.535 -3.539 -2.310 0.26
H 1.384 -3.685 -4.735 0.29
H -0.055 -4.695 -4.900 0.30
H 1.064 -4.905 -3.458 0.31
C 0.726 0.441 5.730 -1.25
C 0.339 -0.862 5.048 0.60
C -0.662 -1.647 5.881 -1.35
O 1.508 -1.654 4.832 -0.55
H 1.199 0.247 6.697 0.34
H 1.452 0.990 5.126 0.31
H -0.145 1.078 5.891 0.36
H -0.089 -0.649 4.065 0.14
H -0.235 -1.910 6.853 0.35
H -0.923 -2.583 5.385 0.33
H -1.575 -1.073 6.046 0.36
H 1.897 -1.849 5.692 0.35
```

Its largest force on an atom is 3.02 eV/Å. The energy is -35588.859 eV. Its total charge is +1. The value obtained for the LUMO energy is -0.0957 Ha. As for the frontier orbital gap: 9.4 eV.